C5H13NO3 | wB97M-V/def2-TZVPD

Atoms and positions in Å:
C 0.6116 -0.9239 1.2989
C -0.5210 -1.7765 1.7137
N -0.0383 1.8525 1.5942
O -0.5748 0.8233 0.8051
H 0.6602 2.3084 0.9907
H -0.7995 2.5083 1.7566
H 1.4334 -1.4278 0.8093
H 0.9219 -0.1178 1.9512
H -0.9336 -2.3186 0.8631
H -0.1296 -2.5250 2.4183
H -1.3045 -1.2042 2.2029
C 1.3159 -0.8954 -1.6477
C -1.3774 1.1071 -1.5290
C -0.0808 0.9428 -0.7548
O 0.2443 -0.5590 -0.7748
O 0.8714 1.7153 -0.8914
H 2.1627 -0.2203 -1.5102
H 1.6054 -1.9256 -1.4303
H 0.9793 -0.8436 -2.6874
H -1.1681 0.9828 -2.5931
H -1.7538 2.1173 -1.3683
H -2.1245 0.3799 -1.2170

## Properties
HOMO-LUMO gap = 8.7 eV
HOMO = -8.8 eV
Molecular weight = 135.16 g mol⁻¹
Energy above the lowest of the compared OMol25 structures with the same formula, charge and spin = 134.9 kcal/mol
Strongest force on any atom = 0.5 eV/A
Charge = 0
LUMO energy = -0.10 eV

Results of the Mulliken charge analysis, in e, for atoms 1 through 5: 0.09 -0.98 -0.53 -0.33 0.29

C11H14InN2O3 | wB97M-V/def2-TZVPD

Atoms and positions in Å:
C -0.5196 4.3325 0.9382
C 0.9016 3.5615 0.7333
C 0.7977 2.3550 -0.3582
N -0.1833 1.3075 0.0726
C -0.4177 0.3976 -1.0823
O 0.6850 0.0126 -1.9362
C 0.0284 -0.8784 -2.9028
O 0.3281 -1.0246 -4.1136
O -1.0154 -1.5933 -2.1654
C -1.0878 -1.0474 -0.8217
C -0.2680 -2.1462 0.0400
C 1.1540 -2.6984 -0.3257
C 1.8368 -3.7696 0.5922
N 1.3887 -4.4358 1.7716
C 0.0814 -3.9121 2.0626
C -0.7923 -2.8293 1.3521
H -0.3860 5.4273 1.2512
H -1.1547 3.7855 1.7472
H -1.1654 4.2871 -0.0296
H 1.1846 3.1228 1.7617
H 1.7112 4.3242 0.4559
H 1.8467 1.8499 -0.4233
H 0.5520 2.8245 -1.3964
H -1.1217 1.7273 0.2817
H -1.1637 0.8649 -1.8503
H -2.1618 -1.0836 -0.4011
H 1.6940 -2.3131 -1.2673
H 2.9079 -4.0921 0.2620
H -0.4035 -4.3941 3.0076
H -1.8242 -2.5378 1.7969
In -3.4332 -1.4243 0.9471

## Properties
HOMO-LUMO gap = 2.8 eV
HOMO = -19.8 eV
Molecular weight = 337.06 g mol⁻¹
Strongest force on any atom = 8.0 eV/A
Charge = +3
LUMO energy = -16.99 eV

Results of the Mulliken charge analysis, in e, for atoms 1 through 5: -0.96 -0.44 -0.55 -0.14 -0.13

C26H23MnN3OS7 | wB97M-V/def2-TZVPD

Atoms and positions in Å:
Mn -0.2352 -0.2252 1.7462
C 1.3315 -0.2267 6.7904
S 2.4919 -0.9822 5.6375
C 1.5633 -0.9556 4.1033
S -0.1752 -1.1158 4.1567
N 2.3343 -0.8756 3.0880
N 1.7618 -0.9576 1.8149
C 2.7451 -1.0876 0.9132
C 2.7153 -1.3919 -0.4227
C 3.9432 -1.6943 -1.1041
C 3.9753 -2.5217 -2.1722
C 2.7300 -3.1570 -2.5775
C 1.5633 -2.7370 -2.0698
N 1.5030 -1.6593 -1.1635
H 1.8711 -0.1221 7.7334
H 0.4503 -0.8468 6.9364
H 1.0212 0.7555 6.4382
H 3.7477 -0.9648 1.3224
H 4.8625 -1.2882 -0.6932
H 4.9073 -2.7781 -2.6590
H 2.7254 -3.9821 -3.2787
H 0.6138 -3.1603 -2.3676
S -3.9492 6.1721 1.9266
C -3.0818 4.7431 1.8100
S -3.7859 3.2216 1.4740
C -2.3637 2.2116 1.6265
C -1.2231 2.8642 1.9696
S 0.3696 2.2122 2.2024
S -1.4192 4.5952 2.1880
S -2.5847 0.5083 1.3026
C -4.1762 0.6289 -3.4967
C -4.2712 -0.4616 -2.6443
C -3.1387 -0.9564 -2.0209
C -1.8788 -0.3800 -2.2129
C -1.7970 0.6990 -3.0997
C -2.9299 1.1973 -3.7232
C -0.7401 -1.0120 -1.5312
C 0.5589 -0.6488 -1.4409
C 1.0923 0.7096 -1.7214
C 2.2564 0.8573 -2.4766
C 2.7423 2.1204 -2.7709
C 2.0821 3.2502 -2.2988
C 0.9338 3.1089 -1.5353
C 0.4403 1.8442 -1.2507
H -5.0598 1.0338 -3.9748
H -5.2337 -0.9192 -2.4485
H -3.2231 -1.8001 -1.3471
H -0.8420 1.1579 -3.3060
H -2.8351 2.0442 -4.3927
H -0.9552 -2.0050 -1.1489
H 2.7791 -0.0248 -2.8269
H 3.6467 2.2244 -3.3592
H 2.4732 4.2379 -2.5138
H 0.4275 3.9775 -1.1330
H -0.4550 1.7381 -0.6495
C -2.4062 -2.9234 2.0754
O -1.0797 -2.7182 1.6186
H -2.5217 -3.9148 2.5278
H -3.0709 -2.8513 1.2156
H -2.7036 -2.1589 2.7977
H -0.5233 -2.6091 2.4166

## Properties
HOMO-LUMO gap (alpha / beta) = 5.3 / 5.5 eV
2S+1 = 6
HOMO (alpha / beta) = -1.0 / -1.1 eV
<S²> = 8.76
Molecular weight = 672.90 g mol⁻¹
Strongest force on any atom = 0.5 eV/A
Charge = -2
LUMO energy (alpha / beta) = 4.38 / 4.38 eV

Results of the Mulliken charge analysis, in e, for atoms 1 through 5: 0.71 -0.83 -0.13 0.41 -0.62

C3H5NO2S | wB97M-V/def2-TZVPD

Atoms and positions in Å:
C 1.1797 -1.6500 -1.2485
C 0.2396 0.5390 1.1273
C -0.4843 0.3748 -1.6107
H 1.3468 -1.6231 -2.3514
H 0.5457 -2.2802 -0.7325
H 2.0730 -1.6475 -0.6699
H 1.0893 1.0843 0.5322
H -1.1894 1.1083 -0.8325
N 0.5168 -0.4093 -0.8939
O 0.0532 -0.5949 0.3780
O -0.7654 0.2346 -2.9025
S -0.4622 0.8452 2.5561

## Properties
HOMO-LUMO gap = 9.2 eV
HOMO = -9.6 eV
Molecular weight = 119.14 g mol⁻¹
Energy above the lowest of the compared OMol25 structures with the same formula, charge and spin = 104.4 kcal/mol
Strongest force on any atom = 7.9 eV/A
Charge = 0
LUMO energy = -0.35 eV

Results of the Mulliken charge analysis, in e, for atoms 1 through 5: -0.85 -0.07 0.23 0.30 0.42